(a)
# C4H10NO

A molecular structure, C4H10NO (ωB97M-V/def2-TZVPD, the OMol25 dataset).

## Properties
E_HOMO: -2.092 eV

```
! RIJCOSX wB97M-V def2-TZVPD def2/J DEFGRID3
* xyz -1 1
C 0.376 1.416 0.925
N 0.419 1.025 2.197
C 0.431 -0.190 -2.328
O 0.378 -0.703 -3.579
C 0.013 -0.369 1.839
C -1.343 -0.803 1.230
H -0.597 1.885 0.550
H 1.067 1.129 0.137
H 1.424 -0.289 -1.819
H -0.449 -0.546 -1.728
H 0.288 0.917 -2.193
H -0.035 -0.892 2.822
H 0.819 -0.889 1.278
H -2.166 -0.125 1.531
H -1.154 -0.468 0.168
H -1.840 -1.743 1.400
*
```

Mulliken population analysis, charges in e, atoms 1 to 8: -0.108, -0.578, -0.251, -0.873, -0.357, -0.673, 0.273, 0.243

(b)
# C4H10NO

A gas-phase ion, C4H10NO (charge -1) (ωB97M-V/def2-TZVPD, the OMol25 dataset).

## Properties
SMILES: CNCCC[O-]
E_HOMO: -2.132 eV

```
! RIJCOSX wB97M-V def2-TZVPD def2/J DEFGRID3
* xyz -1 1
C -1.294 1.484 -1.325
N 0.105 1.128 -1.276
C 0.327 -0.354 -1.200
C 0.883 -0.792 0.140
C -0.027 -0.508 1.378
O 0.287 -1.287 2.433
H -1.797 1.037 -2.178
H -1.871 1.144 -0.448
H -1.465 2.564 -1.297
H 0.498 1.476 -0.410
H -0.619 -0.851 -1.439
H 1.007 -0.600 -2.026
H 1.792 -0.227 0.363
H 1.294 -1.806 0.158
H -1.113 -0.573 1.132
H 0.133 0.591 1.580
*
```

Mulliken population analysis, charges in e, atoms 1 to 8: -0.876, -0.452, -0.461, -0.715, -0.133, -0.901, 0.308, 0.303

Energies, relative to the best one, in eV: (a) 4.377; (b) 0.000.

(a)
# C4H10NO

A gas-phase ion, C4H10NO (charge -1) (ωB97M-V/def2-TZVPD, the OMol25 dataset).

## Properties
SMILES: CCNCC[O-]
E_HOMO: -2.337 eV

```
! RIJCOSX wB97M-V def2-TZVPD def2/J DEFGRID3
* xyz -1 1
C 1.864 0.717 -1.389
C 0.807 -0.134 -0.697
N -0.227 0.726 -0.110
C -1.445 -0.003 0.229
C -1.267 -0.762 1.602
O -0.971 0.120 2.562
H 2.711 0.079 -1.653
H 1.426 1.080 -2.318
H 2.254 1.581 -0.854
H 1.197 -0.792 0.076
H 0.320 -0.730 -1.464
H 0.037 0.995 0.848
H -2.221 0.699 0.544
H -1.833 -0.667 -0.555
H -0.460 -1.529 1.439
H -2.192 -1.378 1.741
*
```

Mulliken population analysis, charges in e, atoms 1 to 8: -1.131, -0.290, -0.466, -0.600, -0.429, -0.883, 0.349, 0.280

(b)
# C4H10NO

A gas-phase ion, C4H10NO (charge -1) (ωB97M-V/def2-TZVPD, the OMol25 dataset).

## Properties
SMILES: NCCCC[O-]
E_HOMO: -2.181 eV

```
! RIJCOSX wB97M-V def2-TZVPD def2/J DEFGRID3
* xyz -1 1
C -0.995 -0.104 1.678
O -0.870 -1.292 2.296
C -1.054 -0.264 0.133
C 0.286 -0.798 -0.348
C 1.357 0.253 -0.599
N 1.020 1.205 -1.671
H -1.865 0.488 2.025
H -0.140 0.607 1.895
H -1.772 -1.077 0.010
H -1.448 0.637 -0.359
H 0.595 -1.500 0.429
H 0.152 -1.355 -1.293
H 2.270 -0.212 -0.869
H 1.512 0.746 0.340
H 0.467 1.968 -1.309
H 0.485 0.699 -2.359
*
```

Mulliken population analysis, charges in e, atoms 1 to 8: -0.474, -0.885, -0.476, -0.569, -0.760, -0.629, 0.277, 0.089

(c)
# C4H10NO

A gas-phase ion, C4H10NO (charge -1) (ωB97M-V/def2-TZVPD, the OMol25 dataset).

## Properties
SMILES: CN[C@@H](C)C[O-]
E_HOMO: -2.628 eV

```
! RIJCOSX wB97M-V def2-TZVPD def2/J DEFGRID3
* xyz -1 1
C -0.416 0.599 -1.991
N -0.496 -0.294 -0.771
C -0.421 0.903 1.378
C 0.440 0.043 0.347
C 0.809 -1.359 1.047
O 1.701 -1.410 1.987
H -0.748 1.564 -1.753
H -1.301 0.289 -2.807
H 0.590 0.652 -2.440
H -0.009 -1.308 -0.979
H -0.059 1.541 2.170
H -0.947 1.626 0.737
H -1.171 0.207 1.738
H 1.298 0.606 -0.002
H -0.349 -1.772 1.304
H 1.078 -1.888 0.036
*
```

Mulliken population analysis, charges in e, atoms 1 to 8: -0.846, -0.446, -1.154, -0.004, -0.235, -0.802, 0.333, 0.236

Energies, relative to the best one, in eV: (a) 0.136; (b) 0.000; (c) 1.454.

(a)
# C2H3NO4

A single C2H3NO4 molecule (ωB97M-V/def2-TZVPD, the OMol25 dataset).

## Properties
SMILES: O=NOCC(=O)O
E_HOMO: -10.923 eV

```
! RIJCOSX wB97M-V def2-TZVPD def2/J DEFGRID3
* xyz 0 1
C 0.154 -0.150 0.505
C 0.664 0.636 -0.701
O -1.229 -0.164 0.199
O 1.959 0.336 -0.962
N -1.829 -1.061 1.158
O -2.994 -1.318 0.890
O 0.119 1.538 -1.315
H 2.216 0.954 -1.678
H 0.566 -1.165 0.476
H 0.375 0.395 1.427
*
```

Mulliken population analysis, charges in e, atoms 1 to 8: -0.094, 0.539, -0.133, -0.447, 0.093, -0.276, -0.536, 0.341

(b)
# C2H3NO4

A single C2H3NO4 molecule (ωB97M-V/def2-TZVPD, the OMol25 dataset).

## Properties
SMILES: O=C(O)C(=O)NO
E_HOMO: -10.266 eV

```
! RIJCOSX wB97M-V def2-TZVPD def2/J DEFGRID3
* xyz 0 1
C -0.447 0.001 0.191
C 0.341 -0.928 -0.628
H -0.636 1.220 1.903
H 1.214 1.197 0.100
H 1.543 -0.635 -2.121
N 0.172 1.207 0.315
O -0.236 1.934 1.386
O -1.462 -0.278 0.878
O 1.155 -0.090 -1.447
O 0.206 -2.149 -0.751
*
```

Mulliken population analysis, charges in e, atoms 1 to 8: 0.629, 0.417, 0.330, 0.306, 0.351, -0.052, -0.371, -0.638

Energies, relative to the best one, in eV: (a) 1.052; (b) 0.000.

(a)
# C3H7O2S

A molecular structure, C3H7O2S (ωB97M-V/def2-TZVPD, the OMol25 dataset).

## Properties
E_HOMO (alpha / beta): -9.534 / -9.514 eV
<S²>: 0.753

```
! RIJCOSX wB97M-V def2-TZVPD def2/J DEFGRID3
* xyz 0 2
C -0.009 0.171 1.270
C 0.155 1.537 0.622
S -0.232 1.741 -1.134
H 0.677 -0.538 0.818
H -1.030 -0.200 1.212
H 0.178 0.272 2.337
H -0.426 2.260 1.210
H 1.148 1.986 0.747
H -0.562 0.144 -1.227
O -0.060 -2.718 -0.589
C 0.038 -1.818 -1.384
O -0.786 -0.887 -1.794
H 0.908 -1.950 -2.088
*
```

Mulliken population analysis, charges in e, atoms 1 to 8: -1.192, -0.246, -0.074, 0.296, 0.390, 0.371, 0.335, 0.328

(b)
# C3H7O2S

2 unconnected molecules or ions with the total composition C3H7O2S (ωB97M-V/def2-TZVPD, the OMol25 dataset).

## Properties
E_HOMO (alpha / beta): -8.647 / -8.645 eV
<S²>: 0.755

```
! RIJCOSX wB97M-V def2-TZVPD def2/J DEFGRID3
* xyz 0 2
C -1.454 0.856 0.615
S -2.288 -0.403 -0.421
C -0.735 -1.339 -0.955
H -1.480 0.661 1.633
H -1.953 1.832 0.409
H -0.339 0.988 0.291
H -0.467 -1.972 -0.113
H -1.067 -2.061 -1.819
H 0.041 -0.570 -1.333
O 3.738 0.479 0.089
C 2.438 0.533 0.324
O 1.818 1.335 1.105
H 1.748 -0.339 0.174
*
```

Mulliken population analysis, charges in e, atoms 1 to 8: -0.499, -0.099, -0.679, 0.278, 0.300, -0.013, 0.273, 0.287

Energies, relative to the best one, in eV: (a) 0.000; (b) 1.078.

(a)
# C26H30N6O3

A molecular structure, C26H30N6O3 (ωB97M-V/def2-TZVPD, the OMol25 dataset).

## Properties
E_HOMO: -7.971 eV

```
! RIJCOSX wB97M-V def2-TZVPD def2/J DEFGRID3
* xyz 0 1
C 7.231 -3.083 0.262
C 5.707 -2.687 0.158
O 5.217 -2.495 1.373
C 4.013 -2.233 1.672
C 3.192 -2.031 0.766
C 1.791 -1.944 1.058
C 1.396 -1.824 2.472
C 2.438 -1.693 3.245
C 3.745 -2.038 2.927
H 4.398 -2.100 3.786
H 2.068 -1.689 4.149
N 0.205 -1.392 2.460
C -0.833 -1.077 1.801
O -2.110 -0.979 1.973
C -0.438 -1.315 0.251
C 0.739 -1.888 0.033
H 0.989 -1.903 -0.901
C -1.557 -1.187 -0.703
N -1.578 0.338 -1.406
C -1.849 1.123 -0.275
C -0.629 1.521 0.711
N 0.571 1.204 0.529
N 1.082 1.610 1.658
N 0.189 1.736 2.632
N -0.841 1.942 1.795
C -2.248 2.045 2.712
C -2.956 3.161 2.295
C -4.361 2.918 1.601
C -5.035 3.818 1.262
C -4.507 5.148 1.028
C -3.127 5.388 1.198
C -2.295 4.427 1.878
H -1.410 4.496 2.144
H -2.598 6.364 1.260
H -4.977 5.967 0.582
H -6.173 3.729 0.743
H -4.704 2.096 1.873
H -2.890 0.840 2.787
H -1.918 2.198 3.732
H -2.684 0.747 0.172
H -2.156 2.141 -0.641
C -0.381 0.294 -2.080
H -0.283 1.586 -2.202
C -0.290 -0.101 -3.329
H 0.537 0.399 -4.156
C -1.795 0.088 -4.131
H -1.909 0.959 -4.585
C -1.684 -1.133 -4.987
H -2.538 -1.551 -5.555
C -0.718 -2.352 -4.359
H -0.119 -2.798 -4.982
O 0.012 -1.423 -3.460
H -1.549 -2.709 -3.825
H -1.126 -0.954 -5.926
H -2.634 -0.178 -3.358
H 0.426 0.174 -1.598
H -2.480 -1.222 -0.326
H -1.370 -1.873 -1.617
H -0.224 -1.254 3.472
H 3.058 -2.491 -0.278
H 5.645 -1.768 -0.419
H 5.224 -3.678 -0.276
H 7.815 -2.127 0.672
H 7.573 -4.097 0.897
H 7.711 -3.189 -0.645
*
```

Mulliken population analysis, charges in e, atoms 1 to 8: -1.323, -0.224, -0.356, 0.396, 0.053, 0.977, 0.093, -1.016

(b)
# C26H30N6O3

A single C26H30N6O3 molecule (ωB97M-V/def2-TZVPD, the OMol25 dataset).

## Properties
SMILES: CN(C[C@H](c1ccccc1)N(C[C@H](Cc1ccccc1)N(CCc1ccccc1)N=O)N=O)N=O
E_HOMO: -8.872 eV

```
! RIJCOSX wB97M-V def2-TZVPD def2/J DEFGRID3
* xyz 0 1
C -3.826 -1.124 -2.849
N -4.224 0.105 -2.188
N -5.463 0.486 -2.093
O -6.308 -0.244 -2.612
C -3.243 0.904 -1.510
H -3.658 1.901 -1.362
C -2.896 0.274 -0.143
N -1.735 0.925 0.427
N -1.500 2.152 0.078
O -0.515 2.708 0.567
C -0.924 0.194 1.384
H -1.580 -0.324 2.087
H -0.328 0.944 1.916
C 0.004 -0.816 0.686
N 0.738 -0.163 -0.392
N 0.397 -0.288 -1.630
O -0.589 -0.990 -1.895
C 1.829 0.745 -0.106
H 2.337 0.405 0.797
H 1.423 1.747 0.082
C 2.833 0.794 -1.259
C 4.048 1.568 -0.830
C 4.042 2.957 -0.853
C 5.147 3.671 -0.425
C 6.270 3.003 0.034
C 6.283 1.620 0.063
C 5.176 0.907 -0.365
H 5.187 -0.174 -0.343
H 7.157 1.094 0.418
H 7.134 3.560 0.366
H 5.132 4.750 -0.450
H 3.167 3.480 -1.211
H 3.112 -0.228 -1.523
H 2.367 1.258 -2.127
H -0.612 -1.565 0.169
C 0.921 -1.522 1.693
C 2.073 -2.228 1.022
C 1.857 -3.099 -0.040
C 2.922 -3.716 -0.671
C 4.217 -3.482 -0.242
C 4.441 -2.630 0.826
C 3.375 -2.004 1.449
H 3.562 -1.336 2.278
H 5.447 -2.448 1.174
H 5.048 -3.963 -0.736
H 2.739 -4.383 -1.500
H 0.853 -3.298 -0.384
H 0.314 -2.248 2.240
H 1.303 -0.803 2.421
C -4.086 0.355 0.785
C -4.858 -0.770 1.035
C -5.976 -0.681 1.845
C -6.323 0.531 2.417
C -5.551 1.655 2.175
C -4.439 1.569 1.359
H -3.839 2.447 1.163
H -5.820 2.602 2.618
H -7.197 0.600 3.047
H -6.578 -1.559 2.027
H -4.590 -1.717 0.589
H -2.635 -0.776 -0.315
H -2.337 0.968 -2.118
H -4.369 -1.964 -2.410
H -2.754 -1.264 -2.750
H -4.102 -1.068 -3.903
*
```

Mulliken population analysis, charges in e, atoms 1 to 8: -0.728, 0.843, -0.402, -0.579, -1.112, 0.345, -0.107, 1.221

Energies, relative to the best one, in eV: (a) 18.302; (b) 0.000.

(a)
# C2H2O3S

2 unconnected molecules or ions with the total composition C2H2O3S (ωB97M-V/def2-TZVPD, the OMol25 dataset).

## Properties
E_HOMO: -10.070 eV

```
! RIJCOSX wB97M-V def2-TZVPD def2/J DEFGRID3
* xyz 0 1
C -0.360 2.275 -0.356
C 0.350 1.129 -0.760
O 0.568 -2.542 1.534
O -1.027 -1.870 -0.177
O -0.085 1.428 0.573
S -0.603 -1.807 1.207
H -0.290 0.235 -1.085
H 1.447 1.152 -0.934
*
```

Just the Mulliken charges please, in e? Sure, here they are: -0.204, -0.084, -0.362, -0.399, -0.119, 0.760, 0.194, 0.214

(b)
# C2H2O3S

2 unconnected molecules or ions with the total composition C2H2O3S (ωB97M-V/def2-TZVPD, the OMol25 dataset).

## Properties
E_HOMO (alpha / beta): -8.977 / -8.976 eV

```
! RIJCOSX wB97M-V def2-TZVPD def2/J DEFGRID3
* xyz 0 1
C -0.392 -0.822 0.332
C -1.937 -0.200 0.038
O 1.597 1.311 0.725
O 2.088 0.316 -1.434
O 0.533 -1.496 0.464
S 2.336 0.324 -0.019
H -1.961 0.168 -0.967
H -2.262 0.400 0.861
*
```

Just the Mulliken charges please, in e? Sure, here they are: 0.601, -0.722, -0.387, -0.377, -0.350, 0.721, 0.248, 0.266

Energies, relative to the best one, in eV: (a) 0.815; (b) 0.000.